Record 1
{
  "formula": "C4H4N2O",
  "method": "the ωB97M-V functional and the def2-TZVPD basis",
  "species": ["N", "C", "C", "C", "O", "C", "N", "H", "H", "H", "H"],
  "coordinates": [[2.824, -0.239, 0.231], [1.610, -0.099, 0.049], [0.278, -0.067, -0.027], [-0.713, 1.041, 0.090], [-1.934, 0.375, 0.264], [-1.674, -0.955, -0.013], [-0.469, -1.317, -0.081], [3.483, -0.368, -0.549], [-0.329, 1.785, 0.928], [-0.703, 1.600, -0.793], [-2.373, -1.754, -0.098]],
  "forces_ev_per_a": [[-1.1, 0.0, 0.0], [0.3, -0.3, -0.3], [1.4, -1.6, 0.6], [2.6, 1.3, 2.1], [-1.2, -0.9, -0.2], [1.0, 0.1, 0.7], [1.1, 1.0, -0.6], [-0.7, 0.4, 0.1], [-1.6, -1.5, -1.2], [-0.5, 1.1, -1.5], [-1.4, 0.4, 0.2]],
  "lowdin_charge": [0.14, -0.09, -0.26, -0.16, -0.02, -0.19, 0.12, 0.08, 0.17, 0.10, 0.13],
  "de_lowest_kj_mol": 261.76,
  "total_energy_ha": -339.48197,
  "homo_energy_ev": -8.10,
  "mol_weight_g_mol": 96.09,
  "gap_ev": 8.9
}

=====

Record 2
{
  "formula": "C6H13N2O",
  "method": "the ωB97M-V functional and the def2-TZVPD basis",
  "species": ["C", "C", "C", "C", "C", "C", "N", "N", "O", "H", "H", "H", "H", "H", "H", "H", "H", "H", "H", "H", "H", "H"],
  "coordinates": [[2.019, 0.977, 1.437], [2.179, 1.580, -0.021], [1.374, -0.545, 0.068], [-2.088, -0.456, 0.730], [-1.435, 0.673, -1.476], [-1.484, -0.414, -0.727], [1.339, -0.270, 1.281], [0.853, -1.775, -0.466], [1.922, 0.309, -0.849], [3.028, 0.802, 1.795], [1.403, 2.278, -0.282], [3.246, 1.627, -0.402], [-1.345, -0.772, 1.451], [-3.015, -1.052, 0.855], [-2.414, 0.538, 1.027], [-1.276, 0.672, -2.555], [1.590, 1.604, 2.207], [-1.821, 1.728, -1.053], [-1.584, -1.538, -1.156], [-0.128, -1.741, -0.901], [0.835, -2.461, 0.302], [1.525, -2.106, -1.287]],
  "forces_ev_per_a": [[1.5, 1.4, -0.6], [1.3, -3.0, -0.3], [0.4, 2.0, -0.9], [0.2, 0.5, -0.9], [-1.3, 2.2, 0.1], [-3.2, -2.3, 1.3], [-0.5, -1.2, 0.1], [1.7, -1.9, -2.4], [-1.5, -0.9, 1.2], [0.2, -0.4, 0.3], [0.3, 0.6, -0.4], [-1.4, 1.5, 1.0], [0.1, -0.2, 0.2], [0.8, -0.1, -0.6], [0.3, 0.3, -0.1], [0.3, -0.1, 0.4], [-0.5, 0.3, -0.3], [1.3, -2.6, -0.7], [0.5, 2.5, 0.1], [1.0, 0.7, 0.6], [0.2, 0.0, -0.3], [-1.5, 0.6, 2.1]],
  "lowdin_charge": [-0.14, 0.01, -0.48, -0.08, 0.01, -0.29, 0.15, 0.25, -0.03, 0.12, 0.11, 0.15, 0.05, 0.09, 0.07, 0.07, 0.12, 0.14, 0.15, 0.11, 0.19, 0.25],
  "de_lowest_kj_mol": 369.12,
  "total_energy_ha": -420.81239,
  "homo_energy_ev": -14.05,
  "mol_weight_g_mol": 129.18,
  "gap_ev": 10.6,
  "charge": 1
}

=====

Record 3
{
  "formula": "C4H2",
  "method": "the ωB97M-V functional and the def2-TZVPD basis",
  "species": ["C", "C", "C", "C", "H", "H"],
  "coordinates": [[-1.931, 0.025, -0.024], [-0.677, -0.087, 0.025], [0.719, -0.019, -0.098], [1.926, 0.038, 0.062], [-2.964, 0.186, 0.187], [2.927, -0.142, -0.153]],
  "forces_ev_per_a": [[5.3, -0.4, 0.7], [-4.2, 1.0, -0.8], [0.2, -0.1, 1.1], [-2.5, -0.4, -0.9], [0.0, -0.2, -0.2], [1.2, 0.1, 0.2]],
  "lowdin_charge": [0.13, -0.14, -0.16, 0.13, 0.02, 0.02],
  "de_lowest_kj_mol": 40.38,
  "total_energy_ha": -153.46570,
  "homo_energy_ev": -9.75,
  "mol_weight_g_mol": 50.06,
  "gap_ev": 10.3
}

=====

Record 4
{
  "formula": "C10H21HfN5O3",
  "method": "the ωB97M-V functional and the def2-TZVPD basis",
  "species": ["Hf", "C", "C", "N", "C", "C", "N", "C", "C", "N", "H", "H", "H", "H", "H", "H", "H", "H", "H", "H", "H", "H", "H", "H", "H", "N", "C", "C", "O", "N", "C", "C", "O", "O", "H", "H", "H", "H", "H", "H"],
  "coordinates": [[-0.256, 0.002, -0.711], [1.138, -0.912, 2.031], [0.118, -1.967, 1.620], [-1.111, -1.349, 1.031], [-1.903, -0.519, 2.002], [-2.239, 0.851, 1.430], [-1.028, 1.517, 0.877], [-0.025, 1.930, 1.898], [1.373, 1.515, 1.465], [1.364, 0.107, 0.963], [2.076, -1.403, 2.289], [0.808, -0.397, 2.931], [-0.134, -2.570, 2.496], [0.536, -2.645, 0.870], [-1.708, -2.114, 0.729], [-1.330, -0.426, 2.923], [-2.823, -1.039, 2.265], [-2.707, 1.464, 2.203], [-2.965, 0.765, 0.614], [-1.326, 2.343, 0.356], [-0.289, 1.485, 2.856], [-0.058, 3.010, 2.039], [2.073, 1.626, 2.296], [1.726, 2.150, 0.648], [2.267, -0.068, 0.525], [-0.833, -1.774, -2.119], [0.500, -2.186, -2.691], [1.174, -0.891, -3.143], [1.434, -0.689, -4.295], [1.296, 0.037, -2.111], [1.356, 1.438, -2.570], [0.093, 2.172, -2.074], [0.075, 3.279, -1.620], [-0.998, 1.342, -2.000], [-1.386, -1.371, -2.880], [-1.346, -2.602, -1.824], [1.074, -2.692, -1.912], [0.381, -2.852, -3.542], [2.230, 1.971, -2.200], [1.375, 1.459, -3.664]],
  "forces_ev_per_a": [[-0.2, -0.2, -0.8], [0.0, 0.0, 0.1], [0.1, 0.0, 0.1], [0.0, 0.1, -0.1], [0.0, 0.0, 0.1], [-0.1, 0.0, 0.0], [0.1, -0.1, -0.1], [0.0, 0.0, 0.0], [0.0, 0.1, 0.1], [-0.2, 0.0, -0.2], [0.0, 0.0, 0.0], [0.0, 0.0, 0.0], [0.0, 0.0, -0.1], [0.0, 0.0, 0.0], [0.0, 0.0, 0.0], [0.0, 0.0, 0.0], [0.0, 0.0, 0.0], [0.0, 0.0, 0.0], [0.0, 0.0, 0.0], [0.0, 0.0, 0.0], [0.0, 0.0, 0.0], [0.0, 0.0, 0.0], [0.0, 0.0, 0.0], [0.0, 0.0, 0.0], [0.0, 0.0, 0.0], [0.1, 0.1, 0.2], [0.1, 0.0, -0.1], [0.1, -0.1, -0.2], [0.1, 0.0, 0.0], [-0.6, 0.1, 0.3], [0.1, 0.1, 0.0], [0.0, 0.1, 0.0], [0.0, 0.0, -0.1], [0.2, -0.3, 0.6], [0.0, 0.0, 0.0], [0.0, 0.0, 0.0], [0.0, 0.0, 0.0], [0.0, 0.0, 0.0], [0.0, 0.0, 0.0], [0.0, 0.0, 0.0]],
  "lowdin_charge": [1.79, -0.14, -0.16, -0.15, -0.14, -0.15, -0.13, -0.13, -0.14, -0.14, 0.15, 0.12, 0.15, 0.13, 0.13, 0.12, 0.15, 0.15, 0.14, 0.13, 0.12, 0.15, 0.15, 0.13, 0.14, -0.04, -0.10, -0.52, 0.15, -0.13, -0.09, -0.56, 0.15, -0.19, 0.13, 0.12, 0.12, 0.14, 0.14, 0.15],
  "de_lowest_kj_mol": 0.00,
  "total_energy_ha": -940.74703,
  "homo_energy_ev": -16.40,
  "mol_weight_g_mol": 437.80,
  "gap_ev": 9.1,
  "charge": 2
}